Record 1
A structure of composition C8H18F6LiNO10S2. Source: the OMol25 dataset; level of theory: ωB97M-V/def2-TZVPD.

```
46
Properties=species:S:1:pos:R:3:forces:R:3
H 3.131 -2.136 1.919 0.0 0.3 -0.1
F -4.546 0.089 -2.449 0.0 0.1 -1.3
O -2.478 0.709 3.024 -0.3 0.6 0.9
F -2.317 -4.091 -0.321 0.0 0.8 2.0
Li -0.291 0.864 -0.581 -0.2 -0.5 -0.3
H 5.587 3.774 -1.872 0.1 -0.2 0.1
H 5.070 -0.449 2.331 0.2 -0.3 -0.3
O 1.666 3.943 -2.170 -0.4 -0.4 -0.2
C -2.724 -0.605 3.503 -0.4 -0.3 0.2
H 4.296 -1.470 4.401 0.7 -0.3 -0.6
O -3.791 -2.706 -4.107 1.7 2.6 0.5
C 4.006 4.608 -2.593 -0.8 -0.6 -1.0
O -0.916 -3.657 -3.857 -0.9 0.5 1.6
F -2.015 -5.517 -1.851 0.9 -0.6 -0.1
C 2.617 4.158 -3.197 1.9 0.4 0.8
H -3.183 1.201 3.450 -0.1 0.8 -0.1
H -1.729 -1.039 3.402 -0.4 -0.9 0.1
H 4.504 5.123 -3.415 0.4 0.1 -0.1
C 4.114 -0.051 2.671 0.8 -2.5 2.1
H 1.451 4.794 -1.781 0.0 0.1 0.0
H -2.279 -0.811 5.561 0.0 0.5 0.5
O 4.732 3.458 -2.173 -0.2 0.0 -0.1
S -2.841 -1.584 -3.886 -2.1 0.5 -4.6
H 3.962 5.289 -1.743 -0.6 0.3 -0.1
C -3.217 -0.758 5.010 1.6 0.2 -1.1
H -3.455 -1.008 2.802 0.0 -0.7 0.2
O -2.005 -1.196 -5.056 -1.5 -0.5 2.3
H 2.737 -0.977 4.302 -0.6 0.7 -0.6
O 3.185 -2.372 2.848 0.6 0.7 1.0
O 3.246 0.072 1.596 -0.6 0.8 -0.6
H 2.797 3.238 -3.754 -0.1 -0.3 0.4
C 3.566 -1.211 3.634 -0.2 0.4 -1.0
C -3.998 0.019 -3.700 1.3 -1.6 0.5
H 3.682 0.699 1.014 -0.2 0.0 -0.5
O 0.009 -2.874 -1.732 -0.6 0.2 0.5
F -3.274 1.136 -3.885 -0.4 -0.2 0.1
C -2.327 -4.260 -1.589 -0.9 -0.3 -3.2
H -4.331 0.141 6.317 -0.1 0.1 0.1
H 2.316 4.860 -3.974 -0.4 0.4 0.3
N -2.052 -1.591 -2.529 1.6 -2.5 0.7
F -4.909 -0.074 -4.670 0.1 0.3 1.0
F -3.565 -4.114 -2.103 0.4 0.3 1.1
O -4.049 0.325 5.418 0.3 -0.5 -0.5
H 4.426 0.875 3.155 -0.8 0.2 0.4
H -3.643 -1.747 5.179 -0.5 0.0 -0.4
S -1.165 -3.077 -2.549 0.6 1.0 -0.5
```
Forces are in eV/Å.

Computed properties:
* LUMO: -0.08310 Eh
* charge: 0
* gap between HOMO and LUMO: 6.641 eV
* HOMO level: -8.90 eV
* ΔE to the lowest compared entry with this formula, charge and spin: 562.1 kJ/mol

Record 2
A structure of composition C47H42NOS5SbYb. Source: the OMol25 dataset; level of theory: ωB97M-V/def2-TZVPD.

```
98
Properties=species:S:1:pos:R:3:forces:R:3
H -0.586 -5.853 7.488 0.0 0.0 0.0
H 3.221 1.811 -5.041 0.0 0.0 0.0
H 4.598 -1.558 1.561 -0.1 0.1 0.0
C 0.167 1.014 -6.322 0.2 0.1 -0.1
H -0.184 0.353 -8.335 0.0 0.0 0.0
C -1.772 2.848 1.902 -0.1 0.1 0.2
C -0.232 -4.070 6.337 0.0 0.0 0.1
H -0.097 -0.862 -3.920 0.1 0.0 0.0
C -1.067 -0.471 -3.640 -0.1 0.2 0.0
Yb -0.167 0.346 -0.199 0.3 0.5 0.7
H -1.906 -2.744 6.491 0.1 0.0 0.0
O 0.076 -1.173 2.148 -0.3 0.4 -0.2
C -2.913 4.205 0.293 0.0 0.0 0.0
C 1.897 0.755 -7.978 0.0 0.0 0.0
C -2.182 -1.293 -3.707 0.0 -0.1 0.0
H 1.864 6.971 -2.896 0.0 0.0 0.0
C 1.128 1.426 -5.398 0.1 0.0 -0.1
H -2.583 2.414 -2.650 0.0 0.0 0.0
H 1.373 -2.678 2.049 0.1 0.0 0.1
C -0.076 6.813 -3.803 0.0 0.0 0.0
H -0.879 0.949 -6.045 0.0 0.0 0.0
S 1.100 -1.886 -1.144 -0.2 0.1 0.0
C 0.267 4.085 -3.610 -0.1 0.0 0.1
H -1.425 -4.422 8.102 0.0 0.0 0.0
C 0.301 -2.763 3.925 0.1 0.0 -0.1
H -2.962 4.633 -0.702 0.0 0.0 0.0
C -1.071 5.957 -4.266 0.0 0.0 0.0
H -4.303 -1.425 -3.451 0.0 0.0 0.0
H 1.047 3.038 1.239 0.0 0.1 -0.2
H 3.896 1.223 -7.344 -0.1 0.0 0.0
C 0.191 -3.147 -0.271 0.1 -0.1 0.0
H -4.574 4.195 3.256 0.1 0.0 -0.1
C 0.604 -2.151 2.635 0.1 -0.5 0.1
H -1.673 3.917 -4.549 0.0 0.0 0.0
C -1.048 -3.037 5.893 0.0 0.0 0.1
C -1.118 -5.183 1.060 0.0 0.1 0.0
C 2.342 -4.291 3.558 -0.1 0.1 0.0
Sb 0.558 2.023 -3.459 -0.1 -0.4 -0.4
C 1.091 6.301 -3.251 0.0 0.0 0.0
S 2.100 1.304 -1.934 -0.4 0.0 0.1
C -1.128 -2.917 0.153 0.0 -0.1 0.0
C -1.740 -1.263 4.283 0.0 -0.1 0.0
C -0.504 -4.775 7.640 0.0 0.0 -0.1
H 2.949 -2.652 0.150 0.1 0.0 0.0
H 2.198 0.494 -8.986 0.0 0.0 0.1
H -2.607 -1.234 4.944 0.0 0.0 0.0
C 1.138 -3.817 4.352 0.2 -0.1 0.0
C 4.123 0.235 2.652 0.1 0.0 0.1
H 2.166 4.522 -2.693 0.0 0.0 0.0
C -1.854 3.350 0.600 0.0 0.0 0.0
H 0.315 -4.609 8.343 0.0 0.0 0.0
S -2.069 -1.439 -0.116 0.2 -0.1 -0.2
C 1.269 4.926 -3.147 -0.1 0.2 0.0
H -4.704 5.162 0.978 0.1 0.0 0.0
C -3.884 4.504 1.241 0.1 0.0 -0.1
C -0.805 -2.370 4.701 -0.2 0.2 -0.1
C -1.752 -3.972 0.837 0.0 0.0 0.0
H 1.339 3.004 2.992 0.0 0.0 0.0
H -2.659 2.736 3.854 0.0 0.0 -0.1
H -1.238 -0.295 4.332 0.0 -0.1 0.0
H -1.979 6.362 -4.699 0.1 0.0 0.0
H 2.886 -5.044 4.126 0.0 0.0 0.0
C 0.172 -5.403 0.586 -0.1 0.0 0.0
H 3.350 2.043 3.529 0.0 -0.1 0.0
C -2.468 1.380 -2.947 0.1 -0.1 0.0
C 2.791 -0.635 0.873 -0.1 0.0 -0.1
C 2.852 1.167 -7.056 0.0 0.0 0.0
H 1.500 -5.252 5.890 0.0 0.1 0.0
H 3.040 -3.476 3.341 -0.1 0.0 0.0
H -0.212 7.885 -3.879 0.0 -0.1 0.0
C 1.093 2.407 2.119 -0.1 -0.1 0.2
C 0.558 0.677 -7.614 0.0 0.0 0.1
N 1.911 0.361 1.008 0.0 0.2 0.0
H 2.047 -4.742 2.605 0.0 0.1 0.1
H -2.079 -1.380 3.251 0.0 0.0 0.1
C 2.471 1.504 -5.763 -0.1 -0.1 0.0
H 1.815 -4.541 -0.484 -0.1 0.0 0.0
C -2.745 3.149 2.854 0.1 0.1 0.0
C 0.857 -4.445 5.551 0.0 -0.1 0.1
H 4.991 0.180 3.300 -0.1 0.0 -0.1
S -0.557 1.648 2.364 0.0 -0.4 -0.3
H 0.660 -6.360 0.724 0.0 0.0 0.0
C 2.658 -1.674 -0.228 0.0 0.1 0.0
H -2.763 -3.811 1.195 0.1 0.0 0.0
H -1.639 -5.967 1.598 0.0 0.1 0.0
C -3.433 -0.782 -3.402 -0.1 0.1 0.1
C 0.815 -4.383 -0.089 0.0 0.1 0.0
C -0.902 4.582 -4.175 0.1 0.1 0.0
H -2.070 -2.333 -3.990 0.0 0.1 0.0
C -3.810 3.969 2.521 0.0 0.0 0.0
C 3.906 -0.733 1.690 0.2 -0.1 0.1
C -1.204 0.867 -3.256 0.0 0.0 -0.1
C -3.577 0.550 -3.022 0.0 -0.1 0.0
C 3.213 1.270 2.782 0.1 0.0 0.1
H -4.558 0.946 -2.784 0.1 0.0 0.0
C 2.107 1.306 1.951 0.1 -0.1 0.1
H 3.363 -1.412 -1.016 0.1 0.0 0.0
S -0.614 2.954 -0.588 -0.1 -0.1 0.0
```
Forces are in eV/Å.

Computed properties:
* LUMO (spin up / spin down): -0.08612 / -0.08649 Eh
* charge: +1
* spin multiplicity: 2
* gap between HOMO and LUMO (spin up / spin down): 7.668 / 7.657 eV
* HOMO level (spin up / spin down): -10.01 / -10.01 eV
* expectation value of S²: 0.751
* ΔE to the lowest compared entry with this formula, charge and spin: 1.5 kJ/mol

Record 3
A structure of composition CH4I2N. Source: the OMol25 dataset; level of theory: ωB97M-V/def2-TZVPD.

```
8
Properties=species:S:1:pos:R:3:forces:R:3
H 1.010 0.024 -1.870 0.3 0.5 4.9
I 2.460 -1.621 0.023 -0.5 0.7 0.0
H 0.201 -0.117 1.401 -0.1 0.1 -0.4
N -0.033 -0.005 0.397 -0.6 -0.1 0.4
C 1.231 0.128 -0.363 0.9 -0.5 -4.9
H -0.633 0.833 0.309 0.2 -0.3 -0.1
I 2.128 2.045 0.016 -0.3 -0.7 0.0
H -0.568 -0.845 0.116 0.2 0.3 0.0
```
Forces are in eV/Å.

Computed properties:
* LUMO: -0.18034 Eh
* charge: +1
* gap between HOMO and LUMO: 9.049 eV
* HOMO level: -13.96 eV
* ΔE to the lowest compared entry with this formula, charge and spin: 118.3 kJ/mol

Record 4
A cluster of 16 separate species, C49H93Cl15O22S11 in total. Source: the OMol25 dataset; level of theory: ωB97M-V/def2-TZVPD.

```
190
Properties=species:S:1:pos:R:3:forces:R:3
H -6.917 -2.477 -0.529 0.5 -0.6 -0.8
H -1.273 -7.529 -0.342 -0.2 0.0 0.2
O -2.864 1.331 4.463 0.0 0.1 -1.1
H -1.903 -0.907 -4.014 0.2 -0.1 -0.1
H 0.484 0.006 8.304 0.1 -0.1 0.0
Cl -4.498 3.796 2.951 0.1 -0.1 -1.4
H -3.116 5.663 -3.885 -0.4 -0.5 0.5
O 1.019 0.225 1.610 -0.8 -0.8 -1.6
C 1.478 5.238 3.243 -0.8 1.8 -0.8
H 2.045 3.119 2.872 0.1 0.4 -0.3
C 2.177 6.793 -2.527 1.2 0.2 -0.1
H 4.279 -4.723 0.821 0.2 0.0 0.3
H -2.598 -2.093 -1.277 -0.3 -0.1 -0.1
H -1.966 4.658 3.408 0.3 -0.1 -0.4
H -0.332 2.348 3.040 -0.1 0.1 0.3
H -2.978 -3.177 -3.651 0.2 -0.3 0.3
S -3.153 -6.250 -1.286 -0.9 -2.4 -0.3
H -2.922 -8.210 0.016 0.2 0.1 0.2
O -0.612 6.959 3.169 1.6 -1.6 1.8
S -1.052 3.009 -5.393 -0.8 -0.2 0.4
Cl 5.775 -3.871 -2.182 -0.4 -0.2 -0.7
H -4.993 -0.164 4.250 0.3 -0.1 0.6
C -3.532 -6.986 -2.903 0.9 0.8 -0.5
H -1.141 3.926 4.756 0.1 0.1 0.1
C -2.149 -3.057 -4.348 -1.1 1.1 -0.6
H -3.270 -1.255 0.123 0.4 0.7 -0.2
H 3.944 3.898 -1.956 -0.3 -0.2 0.0
S -2.885 0.409 3.335 0.7 -1.7 1.2
H 4.680 5.603 -0.111 -0.3 -0.1 0.0
H -4.847 -0.964 2.780 0.5 -0.1 -0.5
H 4.807 1.462 -7.179 0.3 -0.5 0.5
H -0.773 -0.683 2.934 -0.1 -0.3 0.0
Cl -2.802 3.866 0.432 -1.0 -0.8 0.7
O -3.729 0.994 -1.574 -0.1 -1.2 -0.2
O 0.450 -4.045 -6.629 0.2 0.4 1.5
C 4.783 -2.859 -3.301 1.0 0.6 0.7
C 3.713 4.961 -2.015 0.9 -0.8 -0.1
C -1.934 5.530 -5.580 -0.7 -0.2 -0.3
H 2.798 0.567 7.202 -0.1 0.6 0.2
C -1.693 7.567 0.079 -0.1 -0.3 0.5
H -4.268 -3.262 0.295 -0.6 -0.3 -0.1
C 2.242 -5.499 1.054 1.5 0.3 0.0
C 2.388 5.270 -2.709 -0.5 1.1 0.4
H 3.791 1.343 2.910 0.0 0.8 0.2
O 0.146 6.084 5.457 0.4 0.2 -0.8
Cl -0.391 -5.699 5.016 -0.7 -0.1 -0.9
C 1.253 -3.456 1.995 1.3 -0.4 0.3
H 3.949 -5.403 2.492 0.1 0.3 -0.1
C -0.429 1.275 -0.471 1.3 0.1 -0.5
C -0.984 4.343 3.761 -0.3 0.6 0.9
S 1.200 -1.738 6.788 0.5 0.2 -0.6
C 0.586 1.821 -1.541 -0.9 1.3 1.3
H 0.643 1.909 6.688 0.0 -0.1 0.3
O -4.272 -0.739 -3.310 0.3 0.1 1.0
H 7.352 0.543 1.459 -0.2 0.4 -0.2
H 2.274 -0.933 4.664 -0.9 -0.1 0.0
H -1.240 -8.505 -2.447 -0.2 0.0 -0.5
O 4.043 8.207 -1.060 -0.7 -0.5 -0.1
H -1.750 -2.964 4.169 0.3 0.2 0.0
H 1.918 -6.267 1.757 -0.3 0.1 -0.1
H 0.714 -2.509 2.017 0.0 -0.2 -0.4
Cl -2.985 7.009 1.240 0.7 0.8 -1.3
C -3.683 -2.044 4.293 0.7 1.3 0.0
C -0.192 -1.881 -5.101 -1.3 0.0 -0.4
O 3.417 -2.117 1.161 -0.1 -1.5 1.3
H 6.644 -1.013 1.255 -0.3 -0.1 -0.1
C -1.303 -1.817 -4.013 1.8 -1.6 0.0
O -0.538 -1.247 0.195 0.5 -0.4 0.8
C -5.988 -1.943 -0.330 -0.1 1.8 0.3
S 0.414 -0.150 0.312 0.1 1.2 -1.8
C 1.281 0.702 -2.218 0.2 -1.7 1.2
H -1.289 4.070 -3.212 0.4 0.6 -0.4
C 5.446 0.547 0.254 -0.5 0.3 1.1
H -0.748 -1.744 -6.029 0.3 -0.1 -0.4
Cl -1.357 6.359 -1.219 -0.3 0.3 0.4
Cl 5.617 -2.619 -4.867 -0.6 -0.3 0.9
H 1.301 5.525 2.206 0.1 0.0 -0.3
C -2.026 3.725 -3.937 1.0 -0.4 -0.1
H 2.238 5.944 3.577 0.7 -1.0 0.4
O 0.389 3.034 -5.078 -1.6 -0.5 -0.3
C 5.540 0.197 2.690 0.3 -1.0 -0.9
H -3.575 -9.039 -3.714 0.7 0.1 -0.1
S -4.223 -0.341 -1.907 -1.8 -0.5 0.6
C 4.836 1.537 2.668 0.1 0.1 -0.4
H -4.360 -6.412 -3.320 -0.6 -0.7 0.1
H -2.071 -9.769 -1.573 -0.1 0.0 0.0
C -4.352 3.323 1.185 -0.2 0.5 0.2
O -1.749 1.776 -5.864 1.6 2.2 0.7
H -6.825 -0.463 -1.804 0.6 -0.3 -0.8
C 1.202 -4.401 0.798 -0.5 -0.1 0.0
H -0.509 4.719 -7.060 0.2 -0.1 0.4
H 5.777 0.621 -0.782 0.4 0.2 0.3
H 1.313 3.460 4.417 0.5 0.1 0.3
H -2.644 -2.704 -5.252 -0.2 -0.5 -0.4
C 0.808 0.885 6.351 0.7 0.0 -0.5
C -1.953 -5.980 4.131 0.3 0.0 1.1
C 2.317 0.571 6.224 0.6 0.3 0.2
C -1.335 -4.318 -4.594 1.1 0.6 0.3
O 0.385 -2.559 5.904 0.2 0.4 0.4
H 0.594 0.116 -2.828 0.0 0.2 -0.4
H -2.111 4.126 -7.252 -0.3 -0.1 0.3
C 3.560 -4.866 1.627 -1.1 1.1 -0.3
H 1.121 -3.992 2.935 -0.6 -0.1 0.1
C -1.560 -0.838 3.673 -0.8 0.7 0.3
S 0.345 -3.661 -5.220 -0.2 0.3 0.4
Cl 3.396 -0.062 -5.986 0.7 0.8 0.1
H 1.308 2.440 -1.008 0.3 0.0 0.1
H 3.509 -1.263 5.700 0.0 -0.1 1.1
H 2.359 4.967 -3.755 0.2 0.2 0.0
H -4.250 -2.959 4.123 -0.3 0.3 0.0
C 6.389 0.037 1.399 -0.5 -0.2 -0.4
H 2.580 -5.967 0.130 -0.5 -0.3 -0.1
H -4.349 -8.780 -2.227 0.1 -0.4 0.5
C 0.248 -0.191 7.258 0.5 -0.5 0.0
Cl -2.015 9.148 -0.672 -0.1 -0.6 0.4
H -2.374 -2.459 2.615 -0.2 -0.2 -0.1
H 4.501 0.005 0.279 0.2 -0.6 0.0
H -1.243 -4.865 -3.656 0.5 0.1 0.0
Cl 3.299 2.857 -6.193 0.1 -0.3 0.2
H 2.119 1.082 -2.803 0.1 -0.4 0.0
C 1.699 -0.252 -1.062 0.7 0.0 1.0
H -3.744 4.413 -5.025 -0.1 0.3 -0.1
H 6.107 -0.060 3.585 0.1 0.5 0.0
H 3.783 -3.277 -3.423 0.3 0.0 -0.2
C -2.858 4.852 -4.566 0.7 -0.3 0.6
O 3.528 2.555 0.522 2.2 -0.7 0.3
H 2.865 1.250 5.570 -0.2 0.3 0.1
Cl -2.002 -5.394 2.478 0.4 -0.3 -0.2
C -3.515 -1.695 -0.844 -0.4 1.3 0.2
H -1.108 6.034 -5.077 -0.1 0.2 0.1
H -0.777 7.618 0.668 -0.2 0.2 -0.1
S 2.981 7.235 -0.872 -1.4 -0.8 1.2
C 4.368 1.436 -6.182 -0.1 0.6 0.3
H -4.490 2.242 1.170 0.7 0.3 -0.1
C 2.510 -0.829 5.723 -1.2 -0.9 -0.2
H 0.225 -4.858 0.639 -0.1 0.1 0.3
O -2.833 0.808 1.935 -0.3 0.2 0.8
H -2.689 -6.673 -3.519 0.2 0.2 0.0
H 1.486 4.846 -2.269 0.3 -0.7 0.4
H -2.449 2.910 -3.351 -0.8 -0.1 -0.7
H 0.143 2.491 -2.278 -0.4 -0.1 0.1
H 1.152 7.148 -2.634 0.1 0.0 0.5
O 3.362 -2.972 3.531 0.8 0.6 1.9
Cl 5.670 1.676 -4.911 -1.1 -0.5 -1.0
C -2.161 -8.737 -1.911 -0.5 -0.3 -1.0
C -4.272 -0.752 3.682 -0.8 0.1 -0.4
H -0.633 1.955 0.355 -0.4 0.1 -0.4
H 2.550 0.072 -0.462 0.2 0.6 -0.4
H -1.190 -0.557 4.659 0.0 -0.1 0.0
C -2.248 -7.808 -0.741 -0.6 1.2 0.8
H 4.759 -0.560 2.621 0.0 -0.1 0.0
C -2.303 -2.172 3.664 0.8 -0.3 -0.7
S 3.041 -3.145 2.165 -0.9 0.0 -3.4
H 5.370 2.307 3.225 -0.5 0.1 0.2
H -1.708 -5.001 -5.357 0.1 0.3 -0.1
Cl 4.652 -1.304 -2.398 -0.3 -0.2 -0.8
H -4.866 -3.246 -1.418 0.6 -0.7 0.1
C -5.951 -0.588 -1.164 0.1 -0.2 1.3
O 1.764 -2.330 7.992 -0.3 0.5 -0.9
H -3.494 -1.913 5.358 -0.4 0.0 0.2
H 1.402 -3.879 -0.137 0.2 0.2 0.1
H -0.772 -1.981 -3.076 -0.3 0.3 0.6
H -2.564 6.235 -6.122 0.4 0.3 -0.2
H -0.823 -0.379 7.189 0.1 -0.2 -0.3
C 3.717 5.526 -0.617 -1.6 1.1 -0.4
C -1.405 4.466 -6.493 0.4 -1.2 -0.7
O 6.024 3.033 0.821 -0.6 0.3 -0.1
H 2.931 4.976 -0.100 0.3 0.2 0.7
Cl -2.402 -7.712 4.274 0.1 0.9 -0.2
H 0.369 0.839 5.355 -0.1 -0.1 -0.1
C -0.133 3.414 2.933 0.8 0.7 -0.7
C 1.319 3.763 3.370 -0.2 -1.7 0.8
O -4.369 -6.113 -0.475 1.5 0.1 -0.8
O 1.935 7.475 0.172 1.8 -0.4 -2.0
H 4.585 5.375 -2.522 -0.2 0.2 -0.6
H 0.568 -1.099 -5.089 0.4 -0.5 0.3
H -6.209 -1.704 0.710 0.6 0.4 0.3
H -1.299 0.875 -0.992 -0.2 0.1 0.5
H -6.111 0.214 -0.443 0.6 0.3 0.0
O -2.274 -5.141 -1.552 0.2 0.5 0.7
S 0.008 5.897 4.022 -3.0 0.2 -1.2
Cl -5.706 3.988 0.226 0.3 -0.1 0.4
H -0.249 3.636 1.872 0.0 0.1 -0.2
C -3.444 -8.509 -2.771 -0.9 0.8 0.7
C -4.643 -2.656 -0.529 -0.5 -0.6 -1.5
H 1.996 -1.258 -1.356 -0.7 -0.2 0.1
S 4.894 2.133 0.937 -0.8 0.0 0.0
H -2.660 -5.330 4.646 -0.1 -0.6 0.1
H 2.808 7.298 -3.258 0.0 0.3 0.1
O 1.468 -3.926 -4.286 -1.6 0.3 -1.2
```
Forces are in eV/Å.

Computed properties:
* LUMO: -0.00231 Eh
* charge: 0
* gap between HOMO and LUMO: 9.663 eV
* HOMO level: -9.73 eV